(1)
DFT (the ωB97M-V functional and the def2-TZVPD basis) results for C32H46BrIrN3P2S as an isolated structure in a non-equilibrium geometry.

Each line ends with the Löwdin charge.
Element x y z (Å)
N -5.131 -1.471 3.584  0.20
C -4.105 -0.695 3.943  -0.06
C -3.725 0.416 3.185  0.03
C -4.474 0.766 2.019  -0.15
C -5.533 -0.108 1.646  0.04
C -5.859 -1.157 2.504  -0.04
C -4.025 1.831 1.155  0.00
Ir 0.527 0.772 -0.847  0.88
P 2.792 0.538 -1.558  0.88
C -4.315 1.936 -0.172  0.05
C -3.281 2.377 -1.063  -0.17
C -2.896 1.588 -2.205  0.00
C -1.586 1.619 -2.584  -0.17
C -0.613 2.246 -1.673  -0.70
C -1.157 3.464 -1.049  -0.17
C -2.435 3.423 -0.560  -0.01
Br 1.079 2.938 -2.756  0.94
H -3.227 2.475 1.542  0.12
H -5.280 1.652 -0.607  0.16
H -2.853 0.968 3.533  0.13
H -6.236 0.069 0.839  0.13
H -3.564 -0.977 4.856  0.15
H -6.747 -1.760 2.304  0.15
H -3.640 0.921 -2.679  0.16
H -2.697 4.089 0.292  0.15
H -1.190 1.293 -3.547  0.10
H -0.560 4.343 -0.903  0.11
P -0.009 -1.465 -1.125  0.86
C 3.478 2.175 -0.913  -0.44
C 4.543 2.895 -1.723  -0.11
H 3.851 1.941 0.091  0.08
H 2.585 2.800 -0.811  -0.02
H 4.880 3.789 -1.170  0.11
H 5.440 2.264 -1.821  0.06
H 4.189 3.192 -2.720  0.08
C 2.759 0.331 -3.424  -0.40
C 4.003 -0.058 -4.222  -0.10
H 2.377 1.299 -3.774  -0.03
H 1.925 -0.395 -3.572  0.05
H 3.794 -0.065 -5.306  0.11
H 4.808 0.675 -4.068  0.08
H 4.362 -1.063 -3.930  0.09
C 4.195 -0.623 -1.116  -0.35
C 5.598 -0.054 -1.305  -0.10
H 4.060 -1.507 -1.739  0.06
H 4.010 -0.908 -0.074  0.06
H 6.379 -0.733 -0.940  0.11
H 5.817 0.118 -2.370  0.08
H 5.701 0.896 -0.769  0.06
C 0.779 -3.129 -0.640  -0.34
C 2.285 -3.391 -0.710  -0.12
H 0.312 -3.879 -1.297  0.11
H 0.412 -3.383 0.355  0.06
H 2.501 -4.415 -0.362  0.11
H 2.682 -3.327 -1.730  0.08
H 2.847 -2.721 -0.053  0.03
C -0.158 -1.984 -2.931  -0.36
C -1.198 -1.299 -3.781  -0.12
H -0.419 -3.050 -2.933  0.10
H 0.833 -1.889 -3.388  0.07
H -1.053 -1.494 -4.852  0.12
H -2.223 -1.566 -3.493  0.09
H -1.111 -0.238 -3.630  0.00
C -1.771 -1.626 -0.642  -0.37
C -2.046 -2.207 0.737  -0.13
H -2.288 -2.245 -1.387  0.11
H -2.190 -0.612 -0.706  0.06
H -3.119 -2.323 0.906  0.08
H -1.595 -3.189 0.882  0.07
H -1.706 -1.550 1.538  0.06
N 1.866 -1.545 2.059  0.21
C 2.041 -0.197 2.099  -0.55
N 1.432 0.709 1.322  -0.02
C 1.387 1.936 1.975  -0.27
C 0.652 3.026 1.551  0.00
C 0.707 4.227 2.247  0.04
C 1.387 4.282 3.457  0.06
C 2.092 3.172 3.934  0.01
C 2.125 2.000 3.183  -0.40
S 2.836 0.456 3.565  1.22
H 2.210 -2.148 2.794  0.15
H 1.072 -1.919 1.531  0.09
H 0.055 2.952 0.658  0.05
H 0.204 5.087 1.832  0.14
H 1.336 5.199 4.029  0.15
H 2.564 3.196 4.911  0.15

Forces on the atoms, in the same order (eV/Å):
N 0.9 0.2 -1.2
C 0.0 0.7 0.6
C -0.3 -0.7 0.6
C -0.1 -0.3 -0.7
C -0.5 -0.5 1.1
C -0.8 0.5 -0.2
C 0.1 0.1 1.0
Ir 2.8 -1.1 0.2
P 2.3 0.2 -1.3
C -1.2 -0.4 -0.4
C 0.5 0.4 1.2
C 0.0 0.0 -0.1
C -0.6 0.5 -0.7
C -0.6 1.6 -1.8
C -0.9 0.2 1.1
C 1.1 -0.3 -0.4
Br -1.9 -0.1 0.6
H 0.0 -0.6 -0.1
H 0.4 -0.6 0.2
H -0.2 0.0 -0.3
H 0.4 0.1 -0.2
H -0.3 0.2 -0.4
H 0.2 0.1 0.1
H 0.5 0.7 0.0
H -0.3 -0.2 -1.3
H -0.5 0.1 0.5
H 0.5 0.1 0.3
P -0.8 -1.9 -2.2
C -0.9 -0.5 0.2
C 0.7 0.0 -0.2
H 0.0 -0.1 0.0
H 0.5 0.1 0.4
H -0.4 -0.2 -0.3
H -0.5 0.6 -0.3
H 0.1 0.0 0.3
C -0.9 0.5 0.0
C 0.5 -0.3 0.4
H 0.3 -0.7 -0.2
H 0.6 0.5 0.0
H -0.2 -0.1 0.5
H -0.2 -0.3 -0.1
H 0.0 0.5 -0.3
C -0.9 -0.5 0.6
C 0.3 0.5 -0.2
H -0.1 -0.1 0.2
H 0.3 -0.1 -0.1
H -0.5 -0.1 0.1
H -0.1 0.0 0.5
H 0.2 -0.6 0.0
C 0.3 0.0 0.7
C 0.2 0.1 0.1
H -0.3 0.6 0.1
H 0.0 0.0 0.2
H -0.3 0.3 -0.2
H -0.1 0.1 0.2
H 0.0 -0.1 -0.2
C 0.3 0.0 -0.1
C -0.3 0.5 -0.2
H 0.3 0.2 0.3
H -0.1 -0.2 0.1
H -0.1 -0.2 0.4
H 0.3 -0.1 -0.2
H 0.0 -0.2 -0.4
C -0.3 0.1 0.5
C -0.1 0.0 0.4
H 0.3 0.2 0.0
H 0.0 -0.2 -0.1
H 0.1 0.0 -0.2
H -0.1 0.0 0.0
H 0.2 0.1 0.1
N -0.4 2.1 -0.7
C -0.5 -1.5 1.6
N -0.6 0.8 0.5
C 0.3 -1.9 -0.8
C -0.3 1.7 -0.2
C -0.7 -1.5 -1.9
C 0.9 -0.2 1.2
C 0.2 -0.3 0.4
C 0.3 0.3 1.1
S -0.1 0.4 -0.6
H 0.3 0.1 0.1
H 0.6 0.2 0.0
H 0.0 0.0 0.0
H -0.1 0.1 0.2
H 0.2 0.0 0.2
H 0.1 0.2 -0.1

Results
⟨S²⟩ ... 8.836
Net charge ... +4
2S+1 ... 6
HOMO-LUMO gap (spin up / spin down) ... 4.632 / 4.418 eV



(2)
DFT (the ωB97M-V functional and the def2-TZVPD basis) results for C32H46BrN3P2Pd as an isolated structure in a non-equilibrium geometry.

Each line ends with the Löwdin charge.
Element x y z (Å)
N 4.391 -4.827 -3.087  0.01
C 3.507 -5.424 -2.288  -0.17
C 2.760 -4.713 -1.350  -0.04
C 2.857 -3.297 -1.304  -0.24
C 3.852 -2.695 -2.140  -0.03
C 4.577 -3.510 -3.017  -0.17
C 1.828 -2.534 -0.641  -0.14
Pd 0.675 -0.575 0.506  0.55
P -2.704 2.801 -0.437  0.95
C 1.496 -1.215 -1.166  -0.36
C 0.364 -1.109 -2.142  -0.23
C 0.336 -0.024 -3.028  -0.04
C -0.761 0.158 -3.862  -0.14
C -1.851 -0.726 -3.806  -0.74
C -1.776 -1.863 -2.979  -0.11
C -0.654 -2.068 -2.171  -0.05
Br -3.436 -0.281 -4.646  0.79
H 1.168 -3.028 0.077  0.08
H 2.367 -0.594 -1.395  0.07
H 2.045 -5.243 -0.725  0.10
H 4.037 -1.623 -2.147  0.09
H 3.387 -6.507 -2.393  0.10
H 5.327 -3.073 -3.685  0.10
H 1.163 0.679 -3.057  0.11
H -0.586 -2.922 -1.508  0.11
H -0.800 1.009 -4.543  0.10
H -2.598 -2.573 -2.934  0.10
P 1.941 1.125 1.184  0.84
C -3.832 1.821 -1.502  -0.43
C -4.618 2.647 -2.529  -0.18
H -4.545 1.331 -0.822  0.08
H -3.258 1.035 -2.012  0.04
H -5.258 1.989 -3.131  0.05
H -5.268 3.376 -2.032  0.07
H -3.973 3.195 -3.226  0.05
C -1.413 3.302 -1.615  -0.43
C -1.624 4.727 -2.147  -0.17
H -1.417 2.569 -2.430  0.06
H -0.434 3.257 -1.128  0.03
H -0.815 5.000 -2.832  0.07
H -2.568 4.832 -2.693  0.05
H -1.629 5.455 -1.327  0.06
C -2.220 1.755 0.959  -0.45
C -3.103 2.123 2.166  -0.18
H -1.154 1.912 1.187  0.04
H -2.352 0.705 0.667  0.05
H -2.620 1.861 3.113  0.06
H -3.297 3.203 2.184  0.05
H -4.071 1.608 2.123  0.07
C 1.261 1.792 2.752  -0.40
C 2.192 1.806 3.964  -0.15
H 0.378 1.172 2.971  0.04
H 0.889 2.803 2.529  0.07
H 2.439 0.785 4.292  0.05
H 3.120 2.365 3.782  0.07
H 1.675 2.301 4.798  0.07
C 1.670 2.418 -0.087  -0.42
C 2.804 2.667 -1.079  -0.15
H 1.377 3.341 0.439  0.08
H 0.789 2.044 -0.636  0.03
H 3.729 2.975 -0.577  0.07
H 3.004 1.774 -1.690  0.06
H 2.511 3.472 -1.769  0.08
C 3.741 0.890 1.363  -0.40
C 4.211 -0.423 1.996  -0.15
H 4.104 1.745 1.954  0.07
H 4.176 0.996 0.356  0.07
H 5.269 -0.567 1.734  0.07
H 4.156 -0.418 3.095  0.06
H 3.645 -1.287 1.621  0.05
N -0.557 -2.179 4.276  0.11
C 0.342 -1.640 3.418  -0.13
N -0.174 -1.615 2.194  -0.01
C -1.437 -2.207 2.242  -0.23
C -2.410 -2.318 1.247  -0.01
C -3.702 -2.701 1.637  -0.08
C -4.013 -2.926 2.981  -0.08
C -3.014 -2.849 3.982  -0.01
C -1.719 -2.512 3.582  -0.19
H -0.385 -2.336 5.264  0.16
H 1.328 -1.288 3.704  0.12
H -2.096 -2.095 0.225  0.09
H -4.467 -2.818 0.872  0.11
H -5.043 -3.173 3.251  0.11
H -3.237 -3.047 5.031  0.11

Forces on the atoms, in the same order (eV/Å):
N 0.4 -0.6 -0.8
C 0.0 0.9 0.6
C 0.3 0.0 -0.4
C 0.3 0.2 0.0
C 0.0 -0.9 -0.2
C -0.7 0.3 1.0
C 0.3 0.7 -0.3
Pd -0.4 -0.7 1.0
P -1.7 2.3 0.0
C 0.9 -0.9 -1.0
C 0.7 0.5 1.0
C -0.7 -0.2 -0.2
C -0.3 0.0 -0.1
C 1.5 -0.4 1.2
C 0.1 0.3 0.0
C -0.5 0.7 -0.3
Br -0.8 0.0 -0.7
H -0.3 -0.4 -0.8
H -0.2 -0.5 -0.8
H 0.0 0.2 -0.1
H -0.2 -0.2 0.0
H 0.1 0.3 0.0
H -0.2 -0.2 0.2
H -0.1 0.0 0.1
H 0.0 -0.1 -0.2
H 0.0 -0.2 0.2
H 0.1 0.2 -0.1
P -0.3 -0.8 -0.7
C 0.1 -0.5 0.0
C -0.1 0.0 0.0
H 0.2 0.0 -0.2
H -0.2 0.0 0.1
H 0.2 0.1 0.1
H 0.2 -0.1 0.0
H 0.0 -0.2 0.2
C 0.7 -0.4 -0.2
C 0.0 0.0 0.0
H 0.3 0.1 -0.1
H -0.3 0.0 -0.2
H -0.1 0.0 0.0
H 0.1 0.0 0.2
H -0.1 -0.2 -0.1
C 0.4 -0.7 -0.1
C 0.0 0.0 0.1
H -0.3 -0.1 -0.1
H 0.2 0.0 0.3
H -0.1 -0.1 -0.1
H 0.0 -0.3 0.0
H 0.2 0.1 0.0
C 0.0 0.3 0.2
C -0.2 0.2 0.3
H 0.2 0.3 0.0
H 0.1 -0.1 0.2
H 0.1 0.3 -0.1
H -0.2 -0.2 0.0
H 0.2 -0.2 -0.1
C -0.1 0.5 0.1
C -0.1 0.2 -0.2
H 0.1 0.0 -0.3
H 0.5 0.3 0.3
H -0.2 -0.1 -0.2
H 0.0 0.2 0.2
H 0.1 -0.2 0.2
C 0.3 0.7 0.2
C 0.2 -0.2 0.0
H 0.3 -0.2 -0.2
H -0.2 -0.1 0.3
H -0.3 -0.1 0.1
H -0.1 0.1 -0.3
H 0.1 0.2 0.0
N -0.1 -0.3 1.1
C -1.5 -0.4 -1.5
N 0.4 -0.3 0.8
C 0.1 0.8 0.9
C -0.1 -0.2 0.2
C 0.9 0.3 -0.6
C 0.8 -0.1 1.0
C -0.6 -0.3 -0.3
C -0.2 0.2 -0.3
H -0.2 0.1 -0.4
H -0.3 -0.1 -0.1
H -0.4 0.0 0.2
H 0.1 0.1 0.2
H 0.5 0.0 0.0
H -0.1 0.1 -0.3

Results
Net charge ... 0
HOMO-LUMO gap (spin up / spin down) ... 5.430 / 6.126 eV



These records have relative energy (zero: lowest compared OMol25 entry of this formula, charge and spin) values of 184.18 0.00 kJ/mol, in the order they appear.